Entry 1:
ORCA calculation (the ωB97M-V functional and the def2-TZVPD basis) on 10 unconnected molecules or ions with the total composition BH22O9 in a non-equilibrium geometry.

Properties
Kohn-Sham gap   9.483 eV
Charge   -1
2S+1   1

Each atom is followed by the atoms it is bonded to, with distances in Å.
Positions of all 32 atoms, in Å:
1 B 0.2072 0.8177 -0.3790  H2 1.193, H3 1.231, H4 1.238, H5 1.245
2 H 0.9922 1.5647 -0.8790  B1 1.193
3 H 0.3402 0.6447 0.8330  B1 1.231
4 H -0.9308 1.2797 -0.5350  B1 1.238
5 H 0.2352 -0.2903 -0.9470  B1 1.245
6 O 3.5162 0.2737 -0.1460  H7 0.923, H8 0.933
7 H 4.0672 0.8757 0.2850  O6 0.923
8 H 2.7212 0.6957 -0.3900  O6 0.933
9 O 2.6922 -2.4433 -0.5680  H10 0.959, H11 0.963
10 H 2.8072 -1.5023 -0.4220  O9 0.959
11 H 3.4632 -2.8883 -0.9360  O9 0.963
12 O 0.9212 1.4787 3.9080  H13 0.972, H14 0.949
13 H 1.3752 0.7617 3.4350  O12 0.972
14 H 1.0652 1.2287 4.8120  O12 0.949
15 O -2.3698 0.0627 -2.6780  H16 0.939, H17 0.962
16 H -1.9348 0.6927 -2.1350  O15 0.939
17 H -2.5478 0.4237 -3.5520  O15 0.962
18 O -4.2388 0.4437 -0.8470  H19 0.952, H20 0.968
19 H -3.7088 0.2167 -1.6050  O18 0.952
20 H -3.5248 0.7457 -0.2670  O18 0.968
21 O -1.9958 -1.1593 1.2620  H22 0.929, H23 0.920
22 H -1.3918 -0.6243 0.8010  O21 0.929
23 H -2.4828 -0.5813 1.7860  O21 0.920
24 O -0.2308 3.6477 1.1750  H25 0.958, H26 0.968
25 H -0.1368 2.6947 1.2020  O24 0.958
26 H 0.0682 3.8417 0.2750  O24 0.968
27 O -1.2318 -2.4573 -2.7060  H28 0.990, H29 0.993
28 H -0.3038 -2.7943 -2.6320  O27 0.990
29 H -1.2938 -1.4663 -2.7230  O27 0.993
30 O 1.2492 -2.2473 1.8460  H31 0.999, H32 0.941
31 H 1.7392 -2.5363 1.0250  O30 0.999
32 H 0.8622 -1.4013 1.7030  O30 0.941

***

Entry 2:
ORCA calculation (the ωB97M-V functional and the def2-TZVPD basis) on C6H4S2 in the gas phase in a non-equilibrium geometry.

Properties
Kohn-Sham gap   7.813 eV
2S+1   1

Each atom is followed by the atoms it is bonded to, with distances in Å.
Positions of all 12 atoms, in Å:
1 C -0.6383 2.6675 0.4666  C2 1.198, H9 1.022
2 C -0.7714 1.5125 0.1764  C1 1.198, C3 1.450
3 C -0.7936 0.2424 -0.5221  C2 1.450, S4 1.634, C5 1.432
4 S -2.0004 -0.0928 -1.5709  C3 1.634
5 C 0.1722 -0.7227 -0.0899  C3 1.432, C6 1.343, C7 1.400
6 C -0.2472 -1.7708 0.6379  C5 1.343, H10 1.019, H11 1.099
7 C 1.5363 -0.4816 -0.2926  C5 1.400, S8 1.616, H12 1.021
8 S 2.1481 0.6232 -1.3007  C7 1.616
9 H -0.7348 3.6307 0.7933  C1 1.022
10 H 0.4853 -2.4327 0.8915  C6 1.019
11 H -1.3214 -1.9933 0.7080  C6 1.099
12 H 2.1653 -1.1824 0.1026  C7 1.021

***

Result set for LUMO level: 2.839, -1.136 eV, one per record in the order listed.
Result set for energy above the lowest of the compared OMol25 structures with the same formula, charge and spin: 18.6, 13.2 kcal/mol, one per record in the order listed.
Result set for E: -715.21246, -1027.24832 hartree, one per record in the order listed.